(1)
{
  "formula": "C46H82FN3O22P2S2Si",
  "method": "the ωB97M-V functional and the def2-TZVPD basis",
  "charge": 0,
  "smiles": "CCC[C@]1(CCO[Si](C)(C)C)[C@@](C)(P(=N)(O)O)[C@](CCCF)([PH2]=S)OS(=O)(=O)[C@]1(CNC)ON=O.O=C1CCCO1.O=C1CCCO1.O=C1CCCO1.O=C1CCCO1.O=C1CCCO1.O=C1CCCO1.O=C1CCCO1",
  "e_tot_ev": -149390.2509,
  "symbols": ["S", "S", "P", "P", "Si", "F", "O", "O", "O", "O", "O", "O", "O", "O", "O", "O", "O", "O", "O", "O", "O", "O", "O", "O", "O", "O", "O", "O", "N", "N", "N", "C", "C", "C", "C", "C", "C", "C", "C", "C", "C", "C", "C", "C", "C", "C", "C", "C", "C", "C", "C", "C", "C", "C", "C", "C", "C", "C", "C", "C", "C", "C", "C", "C", "C", "C", "C", "C", "C", "C", "C", "C", "C", "C", "C", "C", "C", "H", "H", "H", "H", "H", "H", "H", "H", "H", "H", "H", "H", "H", "H", "H", "H", "H", "H", "H", "H", "H", "H", "H", "H", "H", "H", "H", "H", "H", "H", "H", "H", "H", "H", "H", "H", "H", "H", "H", "H", "H", "H", "H", "H", "H", "H", "H", "H", "H", "H", "H", "H", "H", "H", "H", "H", "H", "H", "H", "H", "H", "H", "H", "H", "H", "H", "H", "H", "H", "H", "H", "H", "H", "H", "H", "H", "H", "H", "H", "H", "H", "H"],
  "xyz": [[-0.939, 1.077, 3.692], [-4.184, 1.483, -0.324], [-2.920, -1.884, 4.010], [-3.168, 1.805, 1.317], [2.456, -4.262, 1.152], [-5.507, 3.598, 3.224], [-1.660, 7.119, 3.532], [-6.281, 7.829, -3.295], [0.167, 0.699, 1.385], [6.422, -7.247, -7.699], [-3.091, 8.280, 2.263], [1.697, 2.726, -3.113], [4.437, -7.390, 4.123], [5.456, -4.850, -2.634], [-7.138, 12.912, 0.134], [-3.981, -1.270, 5.033], [-0.453, 0.794, 4.999], [-2.541, 0.933, 3.839], [5.226, -8.248, 2.216], [-0.610, 2.405, 3.250], [1.758, 1.744, 0.540], [6.281, -4.944, -0.563], [0.985, -3.791, 1.786], [-5.729, 11.721, 1.400], [6.214, -8.289, -5.736], [-4.270, 8.190, -2.392], [0.099, 2.398, -4.644], [-1.528, -1.669, 4.740], [1.753, -0.307, 3.886], [-3.210, -3.416, 3.898], [1.474, 1.167, 1.512], [5.739, -7.973, -6.790], [-3.340, 0.517, 2.674], [-6.393, 11.982, 0.255], [-2.289, -2.827, -1.280], [-6.920, 8.045, -4.566], [2.028, 3.730, -2.137], [3.540, -2.815, 0.633], [-1.298, 5.239, 2.167], [-4.815, 0.729, 3.089], [-2.889, -0.959, 2.355], [-1.078, -2.569, 1.700], [-4.829, 10.604, 1.214], [-4.755, 9.002, -4.642], [5.573, -6.921, -8.817], [5.360, -7.806, 3.493], [-6.015, 10.957, -0.802], [4.468, -7.969, -8.795], [1.408, 5.019, -2.663], [7.542, -8.129, 2.608], [0.175, 4.494, -3.398], [-5.027, 1.574, 4.365], [4.339, -8.256, -7.299], [0.611, 3.104, -3.828], [-4.055, -1.609, 1.581], [-1.945, 6.342, 1.331], [-0.322, -0.182, 2.408], [6.804, -7.956, 3.936], [-1.468, -1.066, 1.640], [-1.487, -0.694, 0.135], [7.182, -6.407, -2.302], [3.375, -5.186, 2.489], [-4.734, 3.049, 4.246], [-2.333, 7.363, 2.385], [2.334, -1.240, 4.858], [6.301, -5.331, -1.695], [7.025, -6.164, -3.803], [5.629, -5.567, -3.872], [2.288, -5.436, -0.302], [-6.163, 9.205, -5.200], [0.144, -3.028, 0.891], [-5.386, 9.839, 0.025], [0.837, -1.001, 2.982], [-2.413, -1.346, -0.911], [6.473, -8.776, 1.737], [-0.744, 6.022, 3.347], [-5.023, 8.323, -3.312], [3.110, 3.787, -2.043], [-2.890, -2.983, -2.178], [4.142, -2.533, 1.500], [3.647, -7.571, -6.806], [-1.657, 0.364, -0.035], [7.126, -7.078, 4.487], [5.191, -5.909, -8.674], [3.335, -4.591, 3.400], [4.243, -3.126, -0.139], [-6.218, 9.210, -6.286], [-4.788, -2.003, 2.282], [4.411, -5.322, 2.185], [-3.762, -2.450, 0.964], [0.513, -1.896, 3.491], [-4.831, -1.703, 4.920], [-6.103, 1.493, 4.547], [-0.542, 4.671, 1.630], [-1.271, -3.059, -1.587], [6.451, -9.863, 1.845], [-0.890, -2.919, 2.707], [4.055, -9.282, -7.084], [-5.372, 1.234, 2.298], [7.759, -5.425, -4.131], [-0.700, 5.435, 4.261], [5.502, -4.871, -4.698], [6.880, -8.840, 4.570], [-5.032, 3.555, 5.163], [-3.829, 10.998, 1.022], [-4.579, -0.894, 0.954], [7.803, -7.150, 2.204], [0.750, -2.212, 0.502], [2.533, 0.073, 3.370], [1.627, -6.271, -0.069], [4.854, -6.336, -3.934], [-2.055, 4.539, 2.519], [-3.459, -1.089, -0.788], [-2.824, 6.008, 0.786], [-0.688, 4.394, -2.737], [7.131, -7.054, -4.425], [1.683, -1.357, 5.722], [-3.683, 3.255, 4.051], [-1.915, -3.168, 1.358], [-2.663, -3.539, -0.547], [1.607, 3.429, -1.178], [1.188, 5.740, -1.878], [-4.218, 9.934, -4.493], [2.086, 5.493, -3.375], [6.168, -6.946, -9.726], [-4.800, 10.010, 2.119], [-7.971, 8.263, -4.397], [-1.466, -2.385, 5.387], [-4.159, 8.327, -5.259], [-3.574, 3.049, 1.807], [8.207, -6.299, -1.959], [-6.163, 9.150, 0.361], [6.576, -8.528, 0.684], [8.454, -8.719, 2.676], [-2.159, -0.820, -1.835], [6.790, -7.381, -2.003], [-5.297, 11.416, -1.486], [2.904, -6.155, 2.621], [3.548, -7.631, -9.267], [0.247, 6.434, 3.146], [-6.567, 10.152, -4.838], [-0.134, -3.710, 0.090], [2.605, -2.201, 4.410], [-6.840, 7.127, -5.151], [-4.637, 9.261, -0.506], [-3.354, -3.741, 2.953], [-0.092, 5.094, -4.262], [-5.345, -0.193, 3.289], [3.017, -1.918, 0.298], [-1.239, 6.806, 0.640], [1.958, -4.948, -1.220], [4.800, -8.869, -9.313], [-0.485, -0.816, -0.275], [1.406, -1.345, 2.117], [3.262, -0.798, 5.220], [-1.829, 2.013, 0.978], [-4.552, 1.134, 5.236], [-6.896, 10.637, -1.352], [3.290, -5.822, -0.498]]
}

(2)
{
  "formula": "C46H86FN7O5S3",
  "method": "the ωB97M-V functional and the def2-TZVPD basis",
  "charge": 0,
  "e_tot_ev": -104964.7234,
  "symbols": ["S", "S", "S", "F", "O", "O", "O", "O", "O", "N", "N", "N", "N", "N", "N", "N", "C", "C", "C", "C", "C", "C", "C", "C", "C", "C", "C", "C", "C", "C", "C", "C", "C", "C", "C", "C", "C", "C", "C", "C", "C", "C", "C", "C", "C", "C", "C", "C", "C", "C", "C", "C", "C", "C", "C", "C", "C", "C", "C", "C", "C", "C", "H", "H", "H", "H", "H", "H", "H", "H", "H", "H", "H", "H", "H", "H", "H", "H", "H", "H", "H", "H", "H", "H", "H", "H", "H", "H", "H", "H", "H", "H", "H", "H", "H", "H", "H", "H", "H", "H", "H", "H", "H", "H", "H", "H", "H", "H", "H", "H", "H", "H", "H", "H", "H", "H", "H", "H", "H", "H", "H", "H", "H", "H", "H", "H", "H", "H", "H", "H", "H", "H", "H", "H", "H", "H", "H", "H", "H", "H", "H", "H", "H", "H", "H", "H", "H", "H"],
  "xyz": [[2.948, 1.181, 3.566], [7.445, 1.918, -2.571], [6.105, 8.939, 2.026], [11.203, 4.634, -1.378], [4.125, 5.838, 2.249], [4.162, 2.441, -1.984], [2.689, 0.811, 5.046], [4.410, 0.681, 3.246], [10.802, 7.775, -0.221], [7.306, 6.186, 2.722], [2.790, -2.253, -7.263], [-10.390, -3.306, -0.010], [10.030, 5.653, 1.278], [-0.499, 0.105, 8.547], [-0.412, 2.073, -1.974], [-4.286, -4.019, -1.870], [-11.343, -2.848, 1.004], [-1.577, 0.703, -3.795], [-9.498, -1.005, -0.686], [-1.058, 3.357, -2.264], [-0.352, -0.095, 9.992], [-1.169, 0.871, -2.336], [0.737, 0.346, 7.796], [7.359, 5.241, 1.511], [-5.224, -5.574, -0.137], [-8.286, -3.203, 1.442], [-3.990, -5.021, -0.842], [11.489, 2.563, 0.863], [1.347, -2.404, -7.057], [-9.232, -4.006, 0.556], [-5.082, -2.865, -1.442], [-1.599, 0.989, 8.151], [3.104, -4.545, -8.236], [3.602, 3.281, 1.782], [-1.935, -3.028, -2.054], [6.008, 4.469, 0.969], [10.797, 2.183, -0.606], [-12.676, -2.371, 0.438], [-2.446, 3.509, -1.651], [3.599, 2.326, 0.601], [1.008, 2.045, -2.334], [4.552, 2.692, -0.724], [7.423, 3.140, -1.111], [0.302, 1.022, 10.798], [-4.531, -2.008, -0.307], [0.882, -3.068, -5.765], [3.581, -3.487, -7.248], [-3.133, -3.699, -2.716], [4.537, 4.667, 1.740], [3.412, -1.156, -6.515], [3.572, -1.330, -5.009], [10.240, 6.881, 0.640], [8.806, 4.959, 0.724], [-1.435, 2.482, 8.414], [2.746, 3.016, 3.174], [10.202, 3.542, -1.377], [6.006, 3.419, -0.333], [6.912, 7.451, 2.334], [8.801, 3.915, -0.566], [-10.078, -2.358, -1.083], [1.366, 2.175, -3.811], [1.802, -0.729, 7.986], [-0.463, 2.862, 8.088], [4.409, -0.980, -6.941], [0.621, 0.634, 11.771], [-7.648, -2.538, 0.853], [-0.397, 1.837, 10.997], [8.321, 2.400, -3.579], [-5.935, -5.996, -0.854], [0.940, -2.976, -7.900], [2.929, 1.359, 0.669], [2.093, 0.355, 2.775], [4.616, -3.244, -7.516], [11.595, 1.611, -1.255], [-4.930, -6.372, 0.553], [-3.300, -4.629, -0.088], [0.225, -1.013, 10.152], [3.315, 3.606, 4.037], [-1.073, -3.064, -2.727], [2.656, -0.525, 7.332], [1.187, 1.434, 10.308], [-1.770, 0.854, 7.075], [-0.438, 4.163, -1.852], [10.029, 3.220, -2.490], [-2.420, 3.358, -0.567], [-2.128, -1.972, -1.845], [4.251, -0.565, -4.620], [-10.918, -2.050, 1.622], [-0.160, -3.389, -5.872], [0.499, 0.372, 6.726], [-13.361, -2.126, 1.256], [-1.640, -3.520, -1.123], [-3.462, -3.079, -3.560], [0.832, 2.994, -4.301], [-3.757, -1.323, -0.659], [-9.599, -0.303, -1.521], [-5.736, -4.808, 0.454], [-3.165, 2.808, -2.085], [-1.568, 2.723, 9.473], [-2.528, 0.648, 8.625], [-1.127, 3.536, -3.342], [-13.148, -3.148, -0.173], [-8.653, -4.465, -0.255], [-2.783, -4.632, -3.178], [10.593, 2.881, 1.577], [-2.202, 3.039, 7.866], [-9.401, -2.832, -1.804], [11.971, 1.607, 1.385], [2.179, -0.756, 9.012], [0.914, -2.375, -4.923], [-12.564, -1.468, -0.171], [-4.125, -2.604, 0.513], [2.437, 2.377, -3.914], [-2.825, 4.520, -1.839], [-10.994, -2.181, -1.659], [2.861, -0.227, -6.706], [1.510, 2.858, -1.793], [-7.619, -3.884, 1.980], [3.075, -4.151, -9.257], [3.614, -3.929, -6.247], [-8.815, -2.608, 2.190], [-3.486, -5.872, -1.315], [-0.747, 0.346, -4.407], [-9.606, -4.854, 1.144], [1.635, 3.383, 3.131], [12.296, 3.417, 0.774], [-8.433, -1.074, -0.459], [-2.371, -0.048, -3.870], [1.469, -3.954, -5.511], [3.992, -2.303, -4.741], [1.166, 1.250, -4.358], [-5.282, -2.219, -2.306], [3.791, -5.399, -8.226], [-10.010, -0.562, 0.172], [-0.610, -0.020, -2.023], [1.414, -1.721, 7.730], [2.621, -1.203, -4.484], [-1.963, 1.627, -4.234], [1.465, 1.127, -1.941], [-6.074, -3.225, -1.147], [-11.566, -3.682, 1.681], [0.861, -1.425, -7.144], [9.898, 1.459, -0.341], [-2.077, 0.841, -1.722], [2.111, -4.927, -7.981], [-1.331, -0.318, 10.431], [1.173, 1.320, 8.043], [-5.334, -1.389, 0.108]]
}

(3)
{
  "formula": "C46H87BCl4CuF4NO18S5",
  "method": "the ωB97M-V functional and the def2-TZVPD basis",
  "charge": -2,
  "e_tot_ev": -247910.2073,
  "symbols": ["Cu", "Cl", "Cl", "Cl", "Cl", "S", "S", "S", "S", "S", "F", "F", "F", "F", "O", "O", "O", "O", "O", "O", "O", "O", "O", "O", "O", "O", "O", "O", "O", "O", "O", "O", "N", "C", "C", "C", "C", "C", "C", "C", "C", "C", "C", "C", "C", "C", "C", "C", "C", "C", "C", "C", "C", "C", "C", "C", "C", "C", "C", "C", "C", "C", "C", "C", "C", "C", "C", "C", "C", "C", "C", "C", "C", "C", "C", "C", "C", "C", "C", "B", "H", "H", "H", "H", "H", "H", "H", "H", "H", "H", "H", "H", "H", "H", "H", "H", "H", "H", "H", "H", "H", "H", "H", "H", "H", "H", "H", "H", "H", "H", "H", "H", "H", "H", "H", "H", "H", "H", "H", "H", "H", "H", "H", "H", "H", "H", "H", "H", "H", "H", "H", "H", "H", "H", "H", "H", "H", "H", "H", "H", "H", "H", "H", "H", "H", "H", "H", "H", "H", "H", "H", "H", "H", "H", "H", "H", "H", "H", "H", "H", "H", "H", "H", "H", "H", "H", "H"],
  "xyz": [[3.620, 10.067, 5.027], [1.057, 8.183, -3.553], [10.636, 14.124, 2.532], [7.192, 15.655, 0.358], [-2.123, 7.079, -3.928], [9.700, 10.754, -1.093], [3.104, 17.738, -2.004], [3.844, 5.467, -2.662], [-3.096, 8.001, 1.603], [2.174, 5.258, 6.768], [5.848, 15.130, 6.946], [7.552, 13.567, 7.101], [5.518, 12.951, 6.453], [6.747, 14.172, 5.070], [-3.928, 14.950, 2.328], [2.745, 6.277, 7.614], [-3.155, 12.871, 2.369], [-1.559, 8.866, 5.821], [-3.631, 9.084, 2.363], [0.776, 14.188, -4.829], [0.813, 4.784, 6.967], [2.379, 5.381, -2.690], [-1.117, 13.303, -5.621], [2.349, 11.891, 3.602], [10.549, 9.986, -2.003], [-2.261, 8.287, 0.469], [4.174, 18.281, -2.788], [9.354, 12.127, -1.445], [1.862, 17.185, -2.601], [5.020, 8.222, 5.637], [-2.463, 10.454, 7.042], [4.668, 4.261, -2.609], [2.957, 10.990, 2.573], [-1.705, 9.530, 6.919], [1.906, 10.066, 1.984], [4.587, 6.530, -4.006], [3.251, 3.906, 6.714], [4.124, 6.607, -1.336], [0.817, 10.829, 1.165], [-1.172, 6.766, -2.440], [1.470, 12.417, -3.393], [8.272, 9.996, 0.976], [-1.480, 13.078, 3.955], [8.275, 9.807, -0.586], [9.667, 9.918, 1.448], [-0.894, 8.845, 8.013], [8.302, 14.495, 1.078], [6.041, 8.129, 4.680], [5.403, 7.388, -1.785], [3.690, 5.146, 4.551], [3.475, 9.760, -0.039], [-3.224, 14.126, 2.817], [-0.054, 7.799, 7.251], [-4.522, 6.847, 1.061], [9.194, 15.162, 2.101], [-2.334, 14.310, 4.023], [-2.368, 12.058, 3.205], [2.467, 5.827, 5.020], [2.751, 19.033, -0.744], [4.488, 10.613, 0.657], [3.838, 16.576, -0.884], [2.840, 18.309, 0.613], [3.541, 3.703, 5.257], [2.566, 9.062, 0.961], [10.477, 10.881, 0.507], [5.105, 7.722, -3.247], [1.828, 13.885, -3.889], [-0.031, 7.723, -2.139], [-0.116, 13.200, -4.952], [3.623, 12.984, 0.941], [-0.770, 7.689, 5.877], [3.986, 11.662, 1.722], [3.760, 17.127, 0.584], [-3.995, 5.433, 1.390], [1.163, 9.173, 3.056], [-2.161, 6.794, 2.656], [5.275, 12.076, 2.503], [0.203, 11.970, -4.124], [-3.050, 5.564, 2.564], [6.410, 13.985, 6.430], [1.815, 18.033, 0.863], [4.030, 6.716, -4.924], [1.843, 8.367, 0.535], [1.627, 5.402, 4.470], [-0.166, 10.388, 1.326], [-1.659, 15.164, 3.974], [7.728, 10.938, 1.048], [3.079, 18.976, 1.442], [-0.109, 7.969, 5.057], [8.914, 14.086, 0.274], [-1.585, 8.395, 8.726], [5.463, 6.060, -4.452], [4.856, 16.432, -1.248], [-0.480, 8.651, -1.787], [8.207, 8.781, -0.949], [3.681, 4.914, 3.486], [0.567, 9.759, 3.755], [4.077, 6.141, -0.352], [4.879, 11.270, -0.121], [-0.629, 5.830, -2.566], [7.431, 10.352, -1.008], [-2.310, 7.353, 3.580], [-1.464, 6.849, 5.919], [-3.677, 4.898, 0.495], [0.372, 11.046, -4.677], [6.475, 9.129, 4.671], [-0.263, 9.546, 8.559], [6.185, 6.677, -1.517], [5.769, 11.341, 3.139], [7.648, 9.166, 1.308], [-3.761, 5.536, 3.390], [-0.590, 11.829, -3.389], [11.565, 10.839, 0.453], [4.747, 17.371, 0.978], [2.978, 13.629, 1.536], [9.753, 10.319, 2.458], [1.832, 8.611, 3.709], [-0.532, 13.309, 3.468], [-1.149, 6.861, 2.257], [0.601, 11.856, 1.458], [3.164, 7.122, -1.371], [-5.309, 7.080, 1.778], [6.072, 8.001, -3.665], [6.868, 7.428, 4.794], [-2.842, 14.327, 4.987], [-0.115, 6.830, 7.746], [1.341, 12.346, -2.313], [3.924, 8.998, -0.675], [-4.823, 4.793, 1.695], [3.068, 12.784, 0.024], [-2.936, 11.444, 3.903], [2.413, 6.895, 4.808], [3.345, 15.618, -1.050], [-1.860, 6.573, -1.616], [-4.763, 7.216, 0.063], [9.969, 8.872, 1.489], [0.737, 7.416, -1.429], [0.967, 8.174, 7.181], [4.287, 8.438, -3.323], [5.619, 8.301, -1.230], [4.561, 5.652, 4.968], [1.004, 10.779, 0.092], [1.750, 14.664, -3.131], [3.269, 16.408, 1.240], [0.527, 8.444, 2.553], [4.081, 4.253, 7.330], [6.054, 12.256, 1.761], [2.694, 3.170, 7.295], [-1.270, 12.712, 4.960], [8.756, 15.599, 2.998], [1.784, 19.421, -1.062], [-2.412, 4.688, 2.674], [3.511, 19.787, -0.953], [2.772, 13.914, -4.434], [3.261, 8.439, 1.524], [2.380, 11.842, -3.568], [5.732, 7.919, 3.656], [9.650, 15.982, 1.546], [4.416, 13.630, 0.564], [5.074, 12.969, 3.096], [2.945, 10.353, -0.785], [2.792, 3.076, 4.772], [10.180, 11.862, 0.877], [4.412, 3.072, 5.083], [-1.762, 11.452, 2.531], [5.340, 10.013, 0.977], [7.861, 13.544, 1.377]]
}

Number 1: orbital gap 8.5 eV, largest force on an atom 2.55 eV/A. Number 2: orbital gap 5.6 eV, largest force on an atom 11.54 eV/A. Number 3: orbital gap 4.9 eV, largest force on an atom 3.23 eV/A.